[1]
Here is a structure of composition C28H51AsF6N3NaO8S4 from OMol25. Energies are from ωB97M-V/def2-TZVPD.

Each line ends with the Mulliken spin population.
CARTESIAN COORDINATES (ANGSTROEM)
Na  -2.576  -1.951  -0.323  0.0000
As  0.873  -0.954  -1.089  0.0006
F  1.171  0.634  -1.975  0.0006
F  2.118  -1.648  -2.174  0.0000
F  0.700  -2.553  -0.367  0.0000
F  -0.352  -0.166  -0.067  -0.0004
F  -0.447  -1.400  -2.192  0.0000
F  2.169  -0.619  0.085  0.0001
C  0.829  2.345  2.397  0.0153
C  0.957  1.289  3.500  -0.0032
C  1.410  1.884  4.905  0.0001
C  1.513  1.132  6.170  -0.0001
N  1.576  0.551  7.207  0.0000
H  1.854  2.588  2.118  -0.0053
H  0.312  3.280  2.615  0.0041
H  0.350  1.917  1.516  -0.0100
H  1.632  0.504  3.158  0.0000
H  -0.050  0.956  3.749  0.0003
H  0.862  2.781  5.193  0.0000
H  2.354  2.194  4.457  0.0001
C  0.827  -2.980  -6.944  0.0000
C  2.237  -2.747  -6.271  0.0000
C  2.353  -1.489  -5.383  0.0000
C  1.865  -0.195  -5.833  0.0000
N  1.514  0.862  -6.182  0.0000
H  0.370  -2.079  -7.354  0.0000
H  0.077  -3.302  -6.222  0.0000
H  0.701  -3.730  -7.724  0.0000
H  3.035  -2.820  -7.009  0.0000
H  2.379  -3.528  -5.524  0.0000
H  3.423  -1.474  -5.179  0.0000
H  1.686  -1.614  -4.529  0.0000
C  -4.684  2.168  -0.129  0.0004
C  -3.501  3.156  0.115  0.0039
C  -2.420  2.200  0.496  -0.0065
S  -3.257  0.941  1.697  0.0000
O  -3.051  1.476  3.000  0.0001
O  -2.781  -0.337  1.264  -0.0001
C  -4.937  1.410  1.179  0.0002
H  -4.573  1.368  -0.861  0.0001
H  -5.533  2.704  -0.552  -0.0002
H  -3.595  4.011  0.785  -0.0005
H  -3.135  3.722  -0.742  0.0006
H  -1.444  2.570  0.812  0.0122
H  -1.975  1.700  -0.364  -0.0052
H  -5.295  2.083  1.958  0.0001
H  -5.536  0.499  1.211  -0.0001
C  0.077  -2.506  3.115  0.0000
C  -0.859  -1.792  4.189  -0.0001
C  -2.030  -2.722  4.433  0.0000
S  -2.225  -3.886  2.977  0.0000
O  -2.793  -3.221  1.774  0.0000
O  -2.692  -5.192  3.335  0.0000
C  -0.359  -3.928  2.747  0.0000
H  1.135  -2.507  3.379  0.0000
H  0.039  -1.831  2.259  0.0000
H  -1.292  -0.892  3.753  0.0001
H  -0.443  -1.605  5.179  0.0000
H  -2.960  -2.237  4.729  0.0000
H  -1.846  -3.349  5.305  0.0000
H  -0.113  -4.360  1.777  0.0000
H  0.014  -4.548  3.562  0.0000
C  3.670  -2.312  4.166  0.0000
C  3.887  -2.294  2.660  0.0000
C  4.751  -1.102  2.085  0.0000
S  5.561  -0.373  3.516  0.0000
O  4.953  0.868  3.910  0.0000
O  6.979  -0.399  3.450  0.0000
C  5.022  -1.697  4.783  0.0000
H  3.492  -3.328  4.520  0.0000
H  2.858  -1.637  4.437  0.0000
H  3.018  -2.456  2.023  0.0000
H  4.368  -3.255  2.475  0.0000
H  4.155  -0.309  1.633  0.0000
H  5.509  -1.447  1.382  0.0000
H  4.988  -1.280  5.789  0.0000
H  5.895  -2.349  4.824  0.0000
C  -1.837  1.096  -4.641  -0.0004
C  -2.130  -0.120  -5.518  0.0000
C  -2.837  -1.185  -4.735  0.0000
S  -3.755  -0.219  -3.388  0.0000
O  -3.220  -0.381  -2.051  0.0000
O  -5.199  -0.490  -3.507  0.0000
C  -3.178  1.458  -4.034  0.0001
H  -1.517  1.958  -5.226  0.0001
H  -1.043  0.822  -3.946  0.0001
H  -1.326  -0.607  -6.071  0.0000
H  -2.804  0.115  -6.342  0.0000
H  -2.297  -2.069  -4.394  0.0000
H  -3.655  -1.735  -5.200  0.0000
H  -3.149  2.117  -3.167  0.0001
H  -3.736  1.843  -4.888  0.0000
N  0.706  3.827  -1.782  -0.0534
C  -0.186  4.864  -2.000  0.3397
C  0.210  5.853  -1.062  0.2513
C  1.225  5.404  -0.297  0.0827
C  1.503  4.140  -0.658  0.2785
H  0.863  3.006  -2.350  0.0032
H  -0.933  4.820  -2.778  0.0148
H  -0.280  6.808  -0.946  0.0048
H  1.749  5.965  0.463  0.0035
H  2.066  3.316  -0.244  0.0674

Results
Charge: +1
LUMO (alpha / beta) (eV): -3.5987 / -7.5144
Frontier orbital gap (alpha / beta) (eV): 8.1 / 4.2
Spin multiplicity: 2



[2]
Here is a cluster of 9 separate species, C12H44N2O9 in total from OMol25. Energies are from ωB97M-V/def2-TZVPD.

Each line ends with the Löwdin charge.
CARTESIAN COORDINATES (ANGSTROEM)
C  -26.422  -1.626  -19.294  -0.1356
O  -25.293  -1.209  -18.612  -0.1811
C  -24.554  -2.275  -18.055  -0.2091
C  -23.498  -1.695  -17.130  -0.4221
C  -22.577  -2.740  -16.556  -0.0576
N  -24.168  -0.944  -16.069  0.0584
H  -26.880  -0.789  -19.818  0.0890
H  -27.197  -2.039  -18.625  0.0876
H  -26.199  -2.404  -20.041  0.0915
H  -25.234  -2.958  -17.512  0.1276
H  -24.066  -2.841  -18.863  0.1377
H  -22.933  -0.999  -17.764  0.1406
H  -23.042  -3.727  -16.454  0.0810
H  -22.213  -2.467  -15.566  0.0724
H  -21.682  -2.894  -17.168  0.0791
H  -25.144  -0.744  -16.257  0.0412
H  -23.675  -0.106  -15.802  0.0685
C  -25.644  0.730  -6.555  -0.1097
O  -25.699  1.840  -7.421  -0.2000
C  -25.746  1.465  -8.793  -0.2099
C  -25.395  2.691  -9.597  -0.4387
C  -25.552  2.448  -11.074  -0.0647
N  -23.994  3.103  -9.316  0.0480
H  -25.396  1.120  -5.570  0.0849
H  -24.891  0.007  -6.878  0.0864
H  -26.630  0.254  -6.496  0.0879
H  -25.041  0.644  -8.959  0.1247
H  -26.764  1.152  -9.054  0.1324
H  -26.089  3.484  -9.278  0.1386
H  -25.058  3.217  -11.664  0.0763
H  -26.586  2.255  -11.356  0.0837
H  -25.019  1.520  -11.324  0.0567
H  -23.877  4.045  -9.681  0.0735
H  -23.906  3.215  -8.308  0.0705
C  -21.897  0.922  -11.197  -0.1632
O  -21.157  2.083  -11.538  -0.1255
H  -22.340  0.511  -12.110  0.0561
H  -21.208  0.124  -10.890  0.0800
H  -22.663  1.092  -10.445  0.0544
H  -21.293  2.737  -10.848  0.0607
C  -26.904  -2.828  -10.248  -0.1627
O  -26.737  -1.473  -10.624  -0.1409
H  -25.942  -3.285  -10.004  0.0817
H  -27.520  -2.811  -9.350  0.0752
H  -27.425  -3.402  -11.018  0.0588
H  -26.047  -1.338  -11.289  0.0226
C  -27.432  0.785  -14.732  -0.1154
O  -27.050  -0.309  -15.588  -0.1397
H  -27.038  1.707  -15.163  0.0776
H  -28.516  0.903  -14.706  0.0840
H  -27.041  0.648  -13.723  0.0677
H  -27.772  -0.942  -15.578  0.0762
C  -26.394  -3.580  -13.960  -0.1275
O  -25.120  -3.059  -14.322  -0.1530
H  -27.135  -2.787  -13.799  0.0771
H  -26.788  -4.251  -14.731  0.0834
H  -26.276  -4.148  -13.042  0.0781
H  -25.187  -2.685  -15.213  0.0417
O  -22.604  -2.485  -12.651  -0.0719
H  -23.254  -1.903  -12.235  -0.0018
H  -23.088  -2.906  -13.371  -0.0022
O  -24.898  -0.667  -12.641  -0.0774
H  -24.595  0.069  -13.199  0.0064
H  -25.087  -1.391  -13.254  0.0150
O  -24.171  1.664  -14.120  -0.0406
H  -23.359  2.178  -14.187  0.0717
H  -24.590  1.721  -14.986  0.0436

Results
Charge: 0
LUMO (eV): 0.2988
Frontier orbital gap (eV): 9.5
Structure (SMILES): COC[C@H](C)N.COC[C@H](C)N.CO.CO.CO.CO.O.O.O
Spin multiplicity: 1
ΔE to the lowest compared entry with this formula, charge and spin (eV): 1.4295



[3]
Here is a structure of composition C35H32IrO5PS2 from OMol25. Energies are from ωB97M-V/def2-TZVPD.

Each line ends with the Mulliken spin population.
CARTESIAN COORDINATES (ANGSTROEM)
Ir  0.616  0.463  0.843  2.4160
O  0.342  -0.302  -3.248  0.0259
C  1.041  0.209  -2.373  -0.0719
O  0.668  1.161  -1.576  0.2331
C  2.474  -0.312  -2.212  0.0441
C  3.339  0.546  -1.283  -0.0163
C  4.807  0.094  -1.388  0.0049
C  4.789  -1.221  -0.562  0.0025
C  3.301  -1.319  -0.201  -0.0062
O  2.971  0.063  0.018  0.0715
C  2.494  -1.687  -1.460  0.0174
C  1.095  -2.222  -1.098  -0.0065
O  0.796  -3.354  -1.480  0.0127
O  0.351  -1.439  -0.406  0.0682
H  2.881  -0.394  -3.218  -0.0018
H  3.166  1.615  -1.349  0.0079
H  5.468  0.836  -0.941  0.0002
H  5.105  -0.060  -2.425  -0.0015
H  5.390  -1.126  0.342  0.0004
H  5.132  -2.089  -1.123  -0.0009
H  3.066  -1.906  0.684  0.0115
H  2.992  -2.462  -2.037  -0.0006
C  -4.476  1.349  -3.831  0.0097
C  -3.165  1.864  -4.372  0.0192
C  -3.126  2.229  -5.720  -0.0142
C  -1.983  2.727  -6.321  0.0229
C  -0.840  2.922  -5.559  -0.0097
C  -0.856  2.579  -4.223  -0.0007
C  -1.993  2.028  -3.616  0.1731
P  -1.695  1.552  -1.880  0.2749
C  -3.036  0.507  -1.243  0.1036
C  -3.930  1.059  -0.318  0.0533
C  -4.888  0.271  0.291  -0.0118
C  -4.940  -1.087  -0.003  0.0356
C  -4.068  -1.631  -0.929  -0.0244
C  -3.106  -0.854  -1.575  0.0314
C  -2.217  -1.492  -2.606  0.0241
C  -1.594  3.086  -0.961  0.1623
C  -1.764  4.296  -1.648  -0.0560
C  -1.361  5.502  -1.111  0.0452
C  -0.700  5.494  0.117  0.0141
C  -0.553  4.321  0.820  0.0555
C  -1.048  3.082  0.354  -0.0136
C  -0.994  1.947  1.258  0.1780
H  -5.265  1.526  -4.562  0.0003
H  -4.752  1.839  -2.900  -0.0016
H  -4.433  0.277  -3.635  0.0015
H  -4.031  2.124  -6.309  0.0007
H  -1.987  2.959  -7.379  0.0019
H  0.060  3.326  -6.006  -0.0004
H  0.028  2.731  -3.616  0.0036
H  -3.868  2.116  -0.086  0.0104
H  -5.575  0.709  1.004  0.0001
H  -5.660  -1.722  0.499  0.0026
H  -4.116  -2.690  -1.156  -0.0006
H  -2.818  -2.030  -3.344  0.0014
H  -1.542  -2.209  -2.135  0.0005
H  -1.587  -0.770  -3.125  -0.0058
H  -2.218  4.289  -2.629  0.0022
H  -1.521  6.426  -1.651  0.0047
H  -0.303  6.419  0.520  0.0013
H  -0.040  4.323  1.777  0.0028
H  -1.827  1.253  1.214  0.0000
H  -0.812  2.269  2.276  -0.0031
S  2.030  1.381  2.692  0.4272
C  2.094  0.060  3.812  0.0769
C  3.043  0.100  4.852  -0.0301
C  3.179  -0.938  5.747  0.0351
C  2.363  -2.070  5.630  -0.0032
C  1.408  -2.119  4.640  0.0105
C  1.238  -1.058  3.725  0.0157
S  -0.031  -1.180  2.555  0.5634
H  3.676  0.976  4.931  -0.0017
H  3.916  -0.875  6.540  0.0038
H  2.487  -2.908  6.308  0.0013
H  0.764  -2.984  4.534  -0.0041

Results
Charge: -1
LUMO (alpha / beta) (eV): 2.5276 / 1.1280
Frontier orbital gap (alpha / beta) (eV): 5.9 / 5.9
Spin multiplicity: 6
ΔE to the lowest compared entry with this formula, charge and spin (eV): 0.6489



[4]
Here is a structure of composition C20H90FN3O30P3S2 from OMol25. Energies are from ωB97M-V/def2-TZVPD.

Each line ends with the Löwdin charge.
CARTESIAN COORDINATES (ANGSTROEM)
C  4.649  0.742  4.240  -0.1292
C  3.110  0.279  4.563  -0.2074
C  2.070  1.464  4.074  -0.1740
O  1.989  1.668  2.632  -0.1946
C  0.943  0.896  1.975  -0.1009
N  0.625  1.159  0.527  -0.0679
N  -0.130  2.253  0.558  -0.1543
C  0.303  3.625  0.836  -0.0341
C  -1.524  2.331  0.993  -0.2861
C  -2.637  2.819  -0.169  -0.0077
O  -2.123  2.212  2.178  0.0012
C  -0.166  0.084  -0.288  -0.1036
C  -1.220  -0.968  0.361  -0.2535
C  -2.837  -0.544  0.117  -0.0946
C  -1.222  -1.493  1.866  -0.1790
C  -0.142  -2.722  2.219  -0.2249
C  -0.831  -3.982  3.010  -0.1235
C  0.593  -0.443  -1.733  -0.4348
C  0.997  -1.997  -1.827  -0.2722
P  2.243  -2.756  -2.945  0.7258
O  3.734  -2.996  -2.375  -0.4023
O  1.725  -4.455  -3.186  -0.2285
O  2.475  -2.202  -4.563  -0.2543
P  -0.976  -0.522  -2.917  0.4102
S  -0.677  -1.408  -4.616  0.3176
C  1.562  0.841  -1.939  -0.5386
S  0.567  2.310  -2.700  0.7865
P  2.930  0.963  -3.258  0.7038
N  2.328  0.785  -4.792  -0.1731
O  4.237  -0.150  -3.203  -0.2271
O  3.608  2.603  -3.441  -0.2865
C  1.939  1.081  -0.312  -0.2493
C  2.889  2.464  -0.394  -0.0850
C  3.198  0.193  0.201  -0.0975
C  3.170  -1.286  0.744  -0.1046
F  4.055  -1.382  1.973  -0.1404
H  4.976  1.583  4.996  0.0565
H  5.431  -0.140  4.344  0.0911
H  4.786  1.223  3.156  0.0834
H  3.061  0.121  5.746  0.1273
H  2.784  -0.742  4.095  0.0879
H  2.511  2.474  4.534  0.1508
H  1.064  1.277  4.635  0.1283
H  1.200  -0.244  2.229  0.1448
H  0.037  1.049  2.741  0.1593
H  -0.503  4.320  1.384  0.1560
H  0.458  4.173  -0.216  0.1147
H  1.295  3.816  1.420  0.0888
H  -2.581  2.172  -1.142  0.0530
H  -3.735  2.821  0.232  0.1085
H  -2.381  3.937  -0.501  0.1135
H  -0.981  0.711  -0.924  0.0704
H  -1.204  -1.983  -0.280  0.1342
H  -3.234  0.126  1.016  0.0716
H  -3.015  -0.063  -0.932  0.0536
H  -3.457  -1.546  0.175  0.1141
H  -2.271  -2.050  2.031  0.1260
H  -1.188  -0.719  2.740  0.1113
H  0.657  -2.242  2.961  0.0895
H  0.424  -3.070  1.238  0.0981
H  -1.604  -4.481  2.288  0.0984
H  -1.292  -3.618  4.022  0.0479
H  0.054  -4.749  3.244  0.0617
H  -0.025  -2.589  -2.059  0.0931
H  1.183  -2.413  -0.720  0.1110
H  2.101  -5.020  -2.447  0.0870
H  3.206  -2.724  -5.006  0.1129
H  -1.889  -1.489  -2.277  0.0266
H  -1.733  0.691  -2.961  -0.0192
H  -0.606  2.539  -2.011  -0.1250
H  1.319  0.569  -4.762  -0.0854
H  4.684  -0.289  -4.098  0.1211
H  3.021  3.130  -4.084  0.0993
H  3.159  2.875  0.696  0.0967
H  2.402  3.369  -0.925  0.0732
H  3.926  2.284  -0.896  0.0816
H  3.811  0.829  1.013  0.1448
H  3.987  0.157  -0.700  0.1425
H  3.692  -2.047  0.001  0.1307
H  2.176  -1.784  1.078  0.0829
O  -3.904  -2.100  -6.073  -0.0801
H  -3.045  -1.840  -5.707  -0.0511
H  -3.956  -1.619  -6.913  -0.0042
O  -4.518  -0.610  2.494  -0.0786
H  -5.395  -0.938  2.745  0.0574
H  -4.355  0.119  3.111  0.0373
O  -0.545  -4.611  5.764  -0.0593
H  0.002  -4.215  6.459  0.0528
H  -0.941  -5.386  6.190  0.0746
O  -6.890  -1.253  -6.583  -0.0506
H  -6.102  -1.815  -6.543  0.0156
H  -7.392  -1.607  -7.333  0.0579
O  3.158  4.567  2.219  -0.0691
H  3.705  4.962  2.915  0.0366
H  2.762  3.792  2.645  -0.0008
O  5.965  2.848  -5.880  -0.0603
H  6.578  2.853  -5.130  0.0360
H  5.182  2.389  -5.540  0.0033
O  -6.315  1.789  3.462  -0.0565
H  -7.070  1.731  2.858  0.0531
H  -5.789  2.523  3.111  0.0079
O  5.513  4.087  -1.417  -0.0541
H  6.301  3.525  -1.377  0.0535
H  5.011  3.733  -2.167  -0.0015
O  -7.515  -3.687  -4.534  -0.0668
H  -8.270  -3.744  -5.138  0.0378
H  -6.989  -2.953  -4.885  0.0034
O  2.014  -4.720  4.133  -0.0600
H  2.832  -4.520  3.653  0.0759
H  2.142  -4.303  4.998  0.0656
O  -9.962  -0.025  -7.011  -0.0596
H  -9.947  0.780  -6.470  0.0426
H  -9.102  -0.438  -6.839  -0.0013
O  -5.353  4.855  2.486  -0.0590
H  -5.339  5.659  3.026  0.0541
H  -4.493  4.442  2.658  0.0271
O  0.656  -1.291  5.938  -0.0710
H  0.349  -0.691  6.635  0.0542
H  0.010  -1.171  5.225  0.0315
O  3.415  7.086  3.395  -0.0670
H  2.659  7.028  2.790  0.0416
H  3.941  7.819  3.043  0.0522
O  0.888  -6.866  1.495  -0.0666
H  1.435  -6.471  2.191  -0.0053
H  0.492  -7.641  1.921  0.0472
O  -3.657  -3.582  5.127  -0.0575
H  -2.869  -4.144  5.167  0.0016
H  -4.159  -3.936  4.377  0.0519
O  -4.385  -1.720  -9.294  -0.0562
H  -5.141  -1.777  -9.899  0.0493
H  -3.859  -0.986  -9.645  0.0098
O  5.351  3.749  5.548  -0.0742
H  5.091  4.667  5.715  0.0452
H  5.872  3.507  6.328  0.0494
O  -4.224  0.807  -7.319  -0.0573
H  -5.100  0.479  -7.068  0.0228
H  -4.061  1.536  -6.702  0.0447
O  2.651  -7.566  3.995  -0.0676
H  2.391  -6.648  4.163  -0.0187
H  3.172  -7.808  4.775  0.0470
O  -1.857  -1.555  6.980  -0.0594
H  -1.069  -2.116  7.020  0.0078
H  -2.359  -1.908  6.230  0.0177
O  -2.377  0.635  -10.309  -0.0553
H  -1.559  0.835  -10.789  0.0486
H  -2.249  1.052  -9.444  0.0358
O  4.995  7.146  0.127  -0.0712
H  5.385  6.266  0.244  0.0210
H  5.035  7.294  -0.830  0.0381

Results
Charge: +1
LUMO (eV): -3.5641
Frontier orbital gap (eV): 7.7
Spin multiplicity: 1
ΔE to the lowest compared entry with this formula, charge and spin (eV): 12.5064